Formula: C36H66BBrF5N8O11
Source: OMol25
Level of theory: ωB97M-V/def2-TZVPD

Values from the calculation:
Molar mass   972.7 g/mol
Max |F|   2.33 eV Å⁻¹
LUMO level   2.10 eV
Multiplicity   1
Charge   -1
Gap between HOMO and LUMO   5.96 eV
E_HOMO   -0.142 hartree

Last column: Löwdin charge in e.
Atoms and positions in Å:
Br1 -2.08876 3.61436 2.92134  0.64
F1 2.43483 6.10504 -0.44163  0.10
F2 2.81439 -0.03321 2.47015  0.07
F3 1.18248 1.32573 2.97432  0.08
F4 0.57878 5.15142 -1.12893  0.12
F5 0.96225 5.50215 0.99648  0.14
O1 6.22104 1.02356 0.07410  0.01
O2 2.51398 -2.96490 2.31242  0.03
O3 4.73336 -2.25566 -2.79852  -0.01
O4 0.97830 9.12160 -5.61356  0.00
O5 -2.66130 -4.39143 4.88921  0.03
O6 -2.30139 -3.79123 -3.86086  0.03
O7 -5.51310 2.98041 2.60518  -0.01
O8 0.50346 -0.54375 0.03468  -0.01
O9 -1.30118 -1.49180 1.22051  -0.02
O10 -1.64936 1.20353 4.14789  0.00
O11 -3.31778 -1.23824 -0.95986  -0.04
N1 2.08814 -3.75691 4.39835  -0.20
N2 -6.07721 0.92576 3.40471  -0.19
N3 7.83189 0.65693 -1.45300  -0.20
N4 2.67170 -1.67213 -3.53772  -0.17
N5 0.65925 8.41193 -3.47547  -0.19
N6 -3.31329 0.28435 -3.17080  -0.01
N7 -3.08652 -3.70605 -5.99410  -0.20
N8 -3.66345 -3.40739 6.67221  -0.20
C1 7.22045 -0.62474 -1.78487  -0.03
C2 -3.08675 -4.44182 6.02257  -0.36
C3 -3.79147 -2.13566 5.97707  -0.04
C4 -0.72757 -0.44632 1.97414  -0.26
C5 -2.06869 -4.62039 -6.47949  -0.04
C6 1.72146 0.60821 1.92240  -0.36
C7 3.30041 1.26840 0.08455  -0.02
C8 1.21616 8.18845 -2.15114  -0.05
C9 -3.09088 -3.37935 -4.68176  -0.35
C10 -2.35631 -1.62913 -1.94297  -0.39
C11 -1.50139 0.86720 1.76898  -0.08
C12 -2.07337 -0.48563 -2.96590  -0.22
C13 1.66744 2.83860 0.79432  0.05
C14 -4.06012 -3.17396 -6.92393  -0.06
C15 -0.73451 8.08270 -3.71706  -0.04
C16 3.76937 2.19107 -0.82033  -0.07
C17 2.57929 -4.02397 5.73039  -0.08
C18 -1.70645 1.66139 3.04457  -0.76
C19 -6.18979 1.97399 2.56170  -0.35
C20 3.92730 -2.12176 -3.70209  -0.36
C21 1.39024 8.91322 -4.48596  -0.37
C22 2.24265 1.58696 0.89519  -0.08
C23 1.75115 -1.53312 -4.64508  -0.06
C24 -4.15405 -3.52366 8.02866  -0.07
C25 -6.91699 -0.24709 3.29151  -0.06
C26 9.02058 1.09613 -2.14918  -0.07
C27 3.20758 3.43941 -0.92963  -0.02
C28 2.14513 3.76159 -0.10337  -0.12
C29 -5.07885 0.97990 4.45896  -0.02
C30 2.22069 -1.31152 -2.19171  -0.01
C31 2.87298 -3.21409 3.43970  -0.35
C32 1.52711 5.13215 -0.15994  -0.56
C33 -1.03445 -2.22060 -1.41101  -0.06
C34 0.70414 -4.08011 4.07603  -0.02
C35 7.23420 1.38295 -0.48886  -0.35
C36 0.75784 -0.45616 1.39475  -0.22
B1 -0.44283 -1.70136 0.01509  -0.70
H1 0.18281 -3.17600 3.75986  0.09
H2 -5.22523 -3.30831 8.05133  0.09
H3 -3.25316 0.87593 -3.99445  0.05
H4 -2.49564 0.61262 1.37176  0.14
H5 -2.80469 -1.77357 5.68585  0.10
H6 2.43365 9.12846 -4.19812  0.13
H7 2.49069 -5.09233 5.94779  0.08
H8 -3.90176 -2.67782 -4.41138  0.13
H9 -1.27095 8.97723 -4.03778  0.09
H10 -5.27252 1.84051 5.10192  0.10
H11 0.84535 3.12560 1.44798  0.12
H12 7.73314 2.34412 -0.27149  0.13
H13 -3.54858 -2.61702 -7.71273  0.09
H14 -4.75159 -2.50730 -6.41195  0.08
H15 4.17233 -2.36752 -4.75140  0.13
H16 3.90189 -3.00566 3.78766  0.13
H17 -2.14837 -5.57103 -5.95012  0.09
H18 -6.97804 1.83296 1.80096  0.13
H19 8.81188 1.17215 -3.21910  0.09
H20 -0.67417 -0.83653 3.00333  0.14
H21 -3.03341 -5.36301 6.63090  0.13
H22 -4.62478 -3.99446 -7.37395  0.09
H23 -4.38607 -2.27300 5.07238  0.09
H24 -0.97128 1.44860 1.00165  0.12
H25 2.26474 8.47847 -2.11957  0.09
H26 7.77853 -1.11621 -2.57845  0.09
H27 3.61080 4.16558 -1.63291  0.12
H28 -6.29372 -1.12868 3.12399  0.09
H29 1.19031 -0.96778 -2.21902  0.06
H30 0.26767 -2.66330 0.36611  0.11
H31 1.13034 7.14175 -1.90037  0.05
H32 2.85697 -0.52141 -1.79411  0.08
H33 -2.84051 -2.42422 -2.55824  0.08
H34 0.67755 -4.79586 3.25386  0.10
H35 2.22489 -1.83780 -5.57801  0.07
H36 4.61663 1.95769 -1.45541  0.10
H37 0.65935 8.78217 -1.42198  0.10
H38 1.13195 -1.39785 1.84961  0.12
H39 -0.80183 7.33808 -4.51103  0.09
H40 -1.12223 -3.31363 -1.34398  0.09
H41 6.19352 -0.46479 -2.10514  0.07
H42 -0.27003 -2.05245 -2.19216  0.06
H43 3.62433 -3.73028 5.81855  0.08
H44 -1.86509 -1.02840 -3.90763  0.09
H45 1.98967 -3.46112 6.45923  0.08
H46 0.87298 -2.15898 -4.47000  0.08
H47 -1.22603 0.13410 -2.65413  0.12
H48 -2.19387 -4.78533 -7.54765  0.08
H49 -1.07956 -4.20222 -6.28667  0.09
H50 0.20597 -4.50268 4.94555  0.07
H51 7.20629 -1.26017 -0.89923  0.10
H52 3.79936 0.30663 0.14988  0.13
H53 -1.18705 7.69005 -2.80975  0.09
H54 9.82542 0.37363 -1.99259  0.08
H55 -3.92362 -1.96862 -0.82502  0.08
H56 1.43592 -0.49063 -4.72968  0.09
H57 -3.63231 -2.80932 8.66995  0.09
H58 2.29609 -2.17683 -1.53410  0.12
H59 -4.27191 -1.40458 6.62416  0.08
H60 -4.08982 1.09468 4.02312  0.07
H61 -3.98720 -4.52957 8.41030  0.08
H62 9.34181 2.06947 -1.78101  0.08
H63 -4.10004 -0.33523 -3.33478  0.05
H64 -5.11229 0.06719 5.04922  0.06
H65 -7.61091 -0.14129 2.45949  0.08
H66 -7.48679 -0.38086 4.21530  0.08

=====

Formula: C36H66N6O16P4
Source: OMol25
Level of theory: ωB97M-V/def2-TZVPD

Values from the calculation:
Molar mass   962.8 g/mol
Max |F|   4.69 eV Å⁻¹
Structure (SMILES)   COP(=O)(OC)OC.COP(=O)(OC)OC.COP(=O)(OC)OC.COP(=O)(OC)OC.c1cc[nH]c1.c1cc[nH]c1.c1cc[nH]c1.c1cc[nH]c1.c1cc[nH]c1.c1cc[nH]c1
LUMO level   0.43 eV
Multiplicity   1
Gap between HOMO and LUMO   8.34 eV
E_HOMO   -0.290 hartree

Last column: Löwdin charge in e.
Atoms and positions in Å:
P1 1.21509 -3.62699 2.24632  0.31
P2 1.72856 4.94201 -1.67339  0.32
P3 -5.00265 -1.49187 2.86328  0.30
P4 0.17550 -0.98892 -5.62864  0.36
O1 -5.96654 -0.49777 2.08572  -0.23
O2 -5.71539 -2.10149 3.95737  -0.21
O3 -0.88050 -1.21996 -6.79437  -0.22
O4 2.05720 -2.32746 2.29700  -0.22
O5 0.26249 4.88861 -1.65938  -0.23
O6 1.71379 -4.47560 1.01923  -0.21
O7 -3.79380 -0.52855 3.26857  -0.24
O8 1.47613 -0.65421 -6.42560  -0.18
O9 -4.47215 -2.48763 1.76523  -0.23
O10 2.30620 6.36970 -2.07272  -0.21
O11 -0.22325 0.34002 -4.91013  -0.18
O12 0.27861 -2.11970 -4.68414  -0.26
O13 2.36261 4.63613 -0.30032  -0.20
O14 1.64902 -4.49509 3.50056  -0.21
O15 -0.18810 -3.19706 2.22968  -0.24
O16 2.48779 3.94080 -2.62746  -0.20
N1 -0.32700 -0.80272 0.73717  0.01
N2 -1.72195 -4.70458 -2.54643  -0.01
N3 -2.24338 4.27829 -0.48657  0.00
N4 3.10612 1.05398 4.00113  0.03
N5 3.11928 -1.91353 -3.18526  0.02
N6 -0.30796 0.66651 3.73305  0.03
C1 -5.69338 0.02114 0.73811  -0.05
C2 -3.99358 0.63924 4.07309  -0.08
C3 3.89317 -1.10074 -1.27341  -0.11
C4 -3.59454 3.91457 1.16782  -0.13
C5 -2.28460 4.26371 0.86142  -0.13
C6 -0.22290 -0.01277 4.92261  -0.13
C7 0.09671 1.16029 -0.18294  -0.12
C8 1.63794 7.04737 -3.18873  -0.06
C9 -2.77586 -5.31915 -1.98216  -0.12
C10 -2.18230 -1.78269 -6.57883  -0.07
C11 -0.71435 0.28379 -3.59025  -0.10
C12 -1.88635 -3.35082 -2.56638  -0.14
C13 -0.19197 2.22761 5.34649  -0.10
C14 0.68091 0.03963 0.42109  -0.15
C15 -2.98853 -3.09176 -1.80797  -0.12
C16 3.52319 1.49919 2.78231  -0.13
C17 -4.30344 3.67442 -0.02096  -0.13
C18 4.16225 0.85669 4.82709  -0.15
C19 1.54875 -3.96757 4.84574  -0.04
C20 -0.14926 0.94132 5.89929  -0.14
C21 -3.47767 -3.48688 2.21014  -0.06
C22 1.41354 -3.95071 -0.36064  -0.01
C23 -0.23529 2.01628 3.95839  -0.15
C24 -1.52528 -0.29960 0.32334  -0.11
C25 2.80059 2.58976 -2.30840  -0.07
C26 5.25636 1.12609 4.10580  -0.16
C27 -1.29380 0.98155 -0.20823  -0.09
C28 4.91015 1.55688 2.84047  -0.11
C29 2.88736 -1.04129 -2.18526  -0.18
C30 4.72256 -2.17941 -1.71729  -0.12
C31 1.93762 -0.94275 -7.71737  -0.09
C32 -3.45128 4.03852 -1.06423  -0.13
C33 3.44937 -2.36971 2.58081  -0.07
C34 -3.60901 -4.29583 -1.41391  -0.07
C35 1.84629 5.32940 0.87982  -0.04
C36 4.17796 -2.71301 -2.85935  -0.14
H1 0.32359 -4.12878 -0.59277  0.09
H2 -3.08248 1.22565 4.15289  0.07
H3 5.64669 1.86740 2.14019  0.08
H4 1.11161 -1.24548 -8.36974  0.09
H5 -4.72872 1.33028 3.60332  0.09
H6 -5.14193 -0.75996 0.15785  0.08
H7 -6.56402 0.30002 0.22118  0.06
H8 0.76121 5.59989 0.73967  0.10
H9 5.71260 -2.45317 -1.27992  0.11
H10 4.49781 -3.44721 -3.56578  0.10
H11 -2.69173 -2.98184 2.79856  0.07
H12 -4.96002 0.86957 0.94698  0.09
H13 -1.27370 -2.67176 -3.09235  0.06
H14 4.01943 0.61713 5.87740  0.12
H15 2.12732 1.03069 4.26024  0.10
H16 -0.34869 2.81377 3.20241  0.11
H17 -1.84231 0.31379 -3.57563  0.12
H18 -3.58330 4.02333 -2.12859  0.10
H19 2.35608 -2.21144 -3.78585  0.11
H20 -2.85159 -0.98717 -6.24664  0.09
H21 -3.02973 -3.86850 1.32564  0.05
H22 2.44599 -3.39987 4.98208  0.08
H23 -3.38448 -2.11269 -1.58827  0.08
H24 4.01337 -2.20730 1.62420  0.10
H25 -3.89271 -4.35261 2.83388  0.12
H26 -2.05855 -2.61299 -5.89579  0.07
H27 2.45679 6.14006 1.18996  0.08
H28 1.97213 8.14927 -3.26485  0.12
H29 1.97607 -0.48926 -2.26960  0.09
H30 -2.09007 1.66767 -0.55978  0.09
H31 4.05180 -0.57366 -0.33699  0.09
H32 -4.26594 0.34504 5.06300  0.08
H33 2.85450 1.88922 2.05657  0.09
H34 -1.48144 4.53326 -1.05349  0.06
H35 -2.46581 -0.85208 0.56008  0.11
H36 -0.45540 0.20219 2.83750  0.12
H37 1.84772 6.52367 -4.02604  0.04
H38 0.62308 2.00609 -0.48450  0.05
H39 1.72547 -0.03485 0.60010  0.08
H40 2.24226 -0.03602 -8.21267  0.08
H41 -5.34111 3.37416 -0.03411  0.09
H42 3.20331 2.27220 -3.28761  0.11
H43 1.36593 -4.80965 5.46870  0.09
H44 2.82319 -1.59667 -7.72413  0.10
H45 3.43754 2.63491 -1.46639  0.08
H46 0.55978 6.98690 -2.96143  0.09
H47 6.28887 0.89936 4.40684  0.11
H48 1.90609 1.99979 -2.21179  0.05
H49 -4.04904 3.66724 2.13723  0.09
H50 -2.59036 -2.20260 -7.53592  0.10
H51 2.08381 -4.65653 -0.92252  0.11
H52 1.65504 -2.89301 -0.43623  0.06
H53 -0.08547 0.88086 6.94519  0.08
H54 -4.46222 -4.45650 -0.87424  0.06
H55 3.73472 -3.34267 2.98027  0.09
H56 -0.31796 -0.58477 -3.12528  0.05
H57 1.89234 4.65984 1.73267  0.08
H58 -0.27176 3.19261 5.87071  0.10
H59 -1.39302 4.38941 1.42856  0.09
H60 0.65610 -3.37287 4.98634  0.07
H61 -0.44794 1.20320 -3.03958  0.08
H62 -2.76673 -6.37999 -1.93573  0.09
H63 -0.94740 -5.24088 -3.00636  0.18
H64 3.58518 -1.52513 3.26018  0.08
H65 -0.22823 -1.80131 1.04995  0.10
H66 -0.33067 -1.10493 4.98281  0.11

=====

Formula: C36H66N9O11PS
Source: OMol25
Level of theory: ωB97M-V/def2-TZVPD

Values from the calculation:
Molar mass   864.0 g/mol
Max |F|   3.85 eV Å⁻¹
Structure (SMILES)   O=P(O)(O)c1ccc2c(c1)Sc1ccccc1N2.CN(C)C=O.CN(C)C=O.CN(C)C=O.CN(C)C=O.CN(C)C=O.CN(C)C=O.CN(C)C=O.CN(C)C=O
LUMO level   0.53 eV
Multiplicity   1
Gap between HOMO and LUMO   7.94 eV
E_HOMO   -0.273 hartree

Last column: Löwdin charge in e.
Atoms and positions in Å:
S1 -3.93013 0.25302 1.97761  0.96
P1 -7.29607 4.86578 1.46247  0.55
O1 -4.78831 -1.57432 -2.54679  0.02
O2 1.86646 2.22926 -7.29093  0.00
O3 5.30938 -2.83415 4.04553  0.00
O4 -5.78547 0.91739 4.17333  -0.05
O5 5.78614 -0.98135 -8.99279  0.01
O6 3.91415 0.20205 1.60911  -0.01
O7 -8.27343 4.23112 2.64164  -0.16
O8 -6.39767 5.87356 2.12786  -0.33
O9 1.21577 0.50143 -2.68607  -0.03
O10 -8.24349 5.71147 0.39437  -0.16
O11 2.23382 -3.03503 9.93651  0.01
N1 -5.54377 -0.34666 6.05638  -0.20
N2 4.19003 -3.39577 11.06264  -0.20
N3 -7.05292 -1.41202 -2.31293  -0.19
N4 1.49949 2.53789 -3.67711  -0.18
N5 -3.42826 0.54095 -1.01750  0.02
N6 4.28846 -2.04005 1.41664  -0.19
N7 4.12821 -1.89576 -10.27347  -0.21
N8 2.88242 3.19970 -9.09016  -0.20
N9 4.85214 -1.37259 5.74253  -0.19
C1 4.91104 -2.59811 5.17399  -0.31
C2 4.67072 -0.75622 1.55717  -0.37
C3 -5.49328 -0.39864 7.50350  -0.06
C4 0.25911 0.07296 1.36660  -0.07
C5 1.93186 1.36513 -3.16360  -0.31
C6 -7.29609 -2.62447 -3.07236  -0.04
C7 -0.90837 0.37652 -0.90308  0.00
C8 5.29019 -0.21779 4.97711  -0.03
C9 5.09533 -2.97690 12.11389  -0.06
C10 -4.31813 1.55222 -0.46569  -0.25
C11 0.07634 2.82175 -3.67573  -0.04
C12 -5.73447 0.81185 5.38498  -0.33
C13 2.80268 4.15188 -10.17913  -0.06
C14 4.36519 -1.17559 7.09323  -0.05
C15 1.86017 3.01237 -8.22234  -0.35
C16 -5.62427 2.55805 1.53120  -0.05
C17 2.85907 -2.59392 -10.32090  -0.06
C18 -4.70709 1.56866 0.97195  -0.38
C19 4.09709 2.42021 -8.92238  -0.03
C20 -2.24662 0.21284 1.24558  -0.41
C21 2.87375 -2.33892 1.31484  -0.03
C22 -8.18182 -0.67612 -1.77913  -0.05
C23 4.78248 -1.53782 -11.51830  -0.05
C24 4.72488 -1.56550 -9.10176  -0.36
C25 -1.03531 0.05020 2.05597  -0.09
C26 -6.19029 3.62059 0.67597  -0.23
C27 2.41087 3.51901 -4.22864  -0.06
C28 5.24451 -3.12583 1.36571  -0.08
C29 -5.80675 3.62708 -0.74050  -0.07
C30 3.03487 -2.73629 10.80190  -0.36
C31 -4.88941 2.62378 -1.30261  -0.01
C32 4.52940 -4.55860 10.26261  -0.04
C33 -5.77690 -1.00237 -2.12465  -0.34
C34 -5.38481 -1.57680 5.30033  -0.04
C35 0.31130 0.22695 -0.10012  -0.06
C36 -2.21091 0.38952 -0.22420  -0.23
H1 4.71248 -2.09537 12.62730  0.08
H2 -4.52396 -0.79487 7.81486  0.09
H3 -5.24049 -2.42023 5.97412  0.09
H4 -5.88752 2.49365 2.61447  0.08
H5 2.31100 4.45341 -3.66988  0.09
H6 5.18294 0.69105 5.56735  0.09
H7 2.87272 -1.87035 11.46515  0.13
H8 -1.10409 -0.05058 3.16162  0.09
H9 3.74271 -5.30854 10.36458  0.10
H10 -7.81864 4.33574 3.50117  0.09
H11 1.24839 -0.00961 1.87308  0.07
H12 -6.88188 -2.51058 -4.07613  0.09
H13 1.83879 4.66034 -10.18059  0.08
H14 4.69031 -0.13705 4.06962  0.07
H15 3.02679 1.24948 -3.21303  0.14
H16 -0.11619 3.79758 -4.11941  0.09
H17 -4.58456 2.62351 -2.37717  0.11
H18 2.98963 -3.54081 -10.85033  0.09
H19 2.12987 -1.97816 -10.85286  0.09
H20 5.47996 -4.97882 10.58804  0.09
H21 5.20853 -3.78946 12.83541  0.09
H22 5.13711 -3.65074 0.41167  0.09
H23 -8.82926 -0.36455 -2.60250  0.09
H24 2.45865 -1.81756 0.45003  0.08
H25 -3.89506 -0.39073 -0.98144  0.09
H26 3.85381 1.35845 -8.98888  0.08
H27 1.29102 0.23895 -0.61826  0.08
H28 4.07201 -2.12302 7.54567  0.07
H29 4.55480 -3.39985 5.84169  0.13
H30 -6.28755 -1.05493 7.86714  0.09
H31 -0.91691 0.48672 -2.00884  0.09
H32 4.18659 -1.86704 -12.36851  0.09
H33 -0.44542 2.05009 -4.24608  0.10
H34 -0.29355 2.80644 -2.64817  0.09
H35 -6.18452 4.40308 -1.44729  0.10
H36 5.76706 -2.00805 -11.55645  0.09
H37 -5.70396 -0.07468 -1.53751  0.11
H38 4.82567 2.67753 -9.68971  0.09
H39 6.26319 -2.75139 1.45490  0.09
H40 -7.59828 6.22462 -0.13420  0.08
H41 -5.84309 1.68456 6.04977  0.14
H42 3.44180 3.17222 -4.16344  0.09
H43 5.04520 -3.81367 2.18373  0.07
H44 3.49990 -0.50972 7.06664  0.09
H45 4.91252 -0.45428 -11.55900  0.09
H46 6.06871 -2.74129 11.67700  0.09
H47 5.15730 -0.72160 7.69434  0.09
H48 -5.62689 0.59406 7.93252  0.08
H49 3.59746 4.89319 -10.06702  0.09
H50 4.59794 -4.26675 9.21262  0.08
H51 2.15649 3.69069 -5.27610  0.06
H52 5.76428 -0.63666 1.62591  0.13
H53 4.14641 -1.88221 -8.21832  0.13
H54 -4.52177 -1.48414 4.63855  0.08
H55 -8.74327 -1.32261 -1.10039  0.09
H56 0.98762 3.65186 -8.43782  0.13
H57 2.48936 -2.79555 -9.31607  0.09
H58 2.71714 -3.41117 1.20675  0.09
H59 -6.27504 -1.74258 4.69031  0.10
H60 -7.84698 0.20716 -1.23483  0.09
H61 6.33670 -0.34958 4.69307  0.10
H62 4.51714 2.62083 -7.93517  0.10
H63 -6.79652 -3.46282 -2.58275  0.09
H64 2.92972 3.62430 -11.12754  0.09
H65 -8.36504 -2.82311 -3.13791  0.08
H66 2.36746 -1.98233 2.21425  0.08

=====

| no. | electronic energy (eV) |
| --- | --- |
| 1 | -157154.7290 |
| 2 | -117265.3097 |
| 3 | -94459.9653 |